C3H9NO | ωB97M-V/def2-TZVPD

As for the SMILES: CNCOC. The calculation puts the maximum force at 0.59 eV Å⁻¹. As for the energy above the lowest of the compared OMol25 structures with the same formula, charge and spin: 1.4625 eV. Its LUMO energy is 1.11 eV. The frontier orbital gap is 10.14 eV. The calculation puts the molecular weight at 75.1 g mol⁻¹.

```
14
Properties=species:S:1:pos:R:3:lowdin_charge:R:1
C 1.401 -1.316 0.843 -0.132
N 0.190 -1.328 0.040 -0.095
C -0.707 -0.231 0.310 -0.280
O -0.139 1.045 0.031 -0.193
C -0.843 1.785 -0.948 -0.118
H 2.272 -1.589 0.259 0.074
H 1.332 -2.006 1.682 0.069
H 1.632 -0.342 1.275 0.074
H 0.424 -1.326 -0.946 0.102
H -0.965 -0.272 1.363 0.124
H -1.606 -0.351 -0.290 0.116
H -1.849 2.022 -0.585 0.087
H -0.250 2.677 -1.135 0.084
H -0.892 1.232 -1.897 0.086
```